17
Properties=species:S:1:pos:R:3:nbo_charge:R:1 method="wB97M-V/def2-TZVPD" lumo_ev=-1.459 gap_ev=7.89 smiles="N#CC1=C2C=CC=C[C@]2(F)C(=O)O1"
C -3.575 -2.058 0.067 0.211
C 0.677 0.713 0.277 -0.214
C 0.504 -0.683 -0.142 -0.158
C -0.373 1.520 0.289 -0.165
C -0.631 -1.222 -0.709 -0.207
C -1.661 1.082 -0.343 0.181
C -1.851 -0.419 -0.588 -0.033
C -3.037 1.455 0.302 0.780
C -3.098 -0.759 -0.130 0.207
N -3.953 -3.134 0.132 -0.219
O -3.338 2.500 0.760 -0.487
O -3.822 0.378 0.215 -0.453
F -1.681 1.925 -1.484 -0.342
H 1.534 1.188 0.688 0.230
H 1.298 -1.283 -0.034 0.208
H -0.180 2.508 0.591 0.230
H -0.806 -2.208 -1.020 0.230


75
Properties=species:S:1:pos:R:3:mulliken_charge:R:1 method="wB97M-V/def2-TZVPD" lumo_ev=3.773 total_charge=-2 gap_ev=6.21
K 0.625 -0.343 -0.354 0.784
N 1.247 -2.864 1.044 -0.311
C 2.182 -3.504 0.104 -0.202
C 1.566 -3.636 -1.285 -1.434
N 1.401 -2.363 -1.982 1.212
C 2.678 -1.878 -2.532 -1.032
C 3.291 -0.660 -1.845 -0.385
N 2.506 0.555 -2.096 -0.442
C 0.334 -2.418 -2.984 -0.736
C -1.087 -2.448 -2.414 -0.683
N -1.514 -1.128 -1.952 -0.098
H 1.651 -1.999 1.402 -0.054
H 1.141 -3.444 1.864 0.266
H 2.429 -4.516 0.441 0.440
H 3.124 -2.957 0.067 -0.028
H 0.585 -4.097 -1.167 0.399
H 2.177 -4.325 -1.899 0.334
H 2.543 -1.641 -3.595 0.536
H 3.428 -2.677 -2.490 0.341
H 4.327 -0.583 -2.202 0.429
H 3.364 -0.807 -0.763 0.006
H 2.457 0.780 -3.082 0.189
H 2.910 1.348 -1.612 0.243
H 0.452 -3.300 -3.641 0.148
H 0.413 -1.533 -3.617 0.289
H -1.140 -3.144 -1.573 0.356
H -1.729 -2.856 -3.210 0.414
H -2.505 -1.140 -1.737 0.238
H -1.374 -0.440 -2.706 -0.211
N 3.693 0.392 3.278 -0.137
C 4.481 -0.452 2.487 0.438
N 5.782 -0.584 2.723 -0.601
N 6.180 -1.496 1.814 -0.724
N 5.178 -1.854 1.077 -0.531
N 4.056 -1.215 1.491 0.224
C 2.510 0.967 2.841 0.171
N 2.111 2.170 3.264 -0.918
N 0.933 2.358 2.649 -0.500
N 0.662 1.325 1.914 0.238
N 1.632 0.402 2.017 -0.120
H 4.255 1.025 3.823 0.312
Cl -0.829 2.560 -1.937 -0.177
C -0.682 2.317 -3.690 1.332
C -0.729 1.032 -4.183 -1.888
C -0.598 0.929 -5.545 1.128
Cl -0.646 -0.699 -6.280 -0.258
C -0.424 2.009 -6.405 -0.593
Cl -0.254 1.807 -8.126 -0.225
C -0.387 3.291 -5.859 0.742
Cl -0.177 4.670 -6.884 -0.228
C -0.517 3.451 -4.479 -0.606
Cl -0.470 5.046 -3.797 -0.216
C -3.605 -1.363 2.388 -1.292
As -1.858 -0.515 2.014 0.564
C -1.411 -0.201 3.895 -1.232
C -2.582 1.270 1.489 -0.999
C -3.229 2.045 2.586 0.307
C -2.456 2.868 3.410 -0.160
C -3.043 3.564 4.457 -0.718
C -4.406 3.457 4.704 -0.403
C -5.183 2.649 3.888 -0.623
C -4.598 1.951 2.839 -0.306
H -4.199 -0.766 3.081 0.356
H -3.428 -2.346 2.828 0.394
H -4.160 -1.499 1.458 0.319
H -2.256 0.219 4.442 0.391
H -0.560 0.475 3.954 0.237
H -1.130 -1.160 4.334 0.438
H -3.283 1.073 0.675 0.652
H -1.719 1.801 1.095 0.235
H -1.389 2.952 3.223 0.452
H -2.425 4.196 5.084 0.418
H -4.859 4.004 5.523 0.361
H -6.250 2.563 4.062 0.354
H -5.212 1.331 2.194 0.387


6
Properties=species:S:1:pos:R:3:nbo_charge:R:1 method="wB97M-V/def2-TZVPD" lumo_ev=-1.848 gap_ev=5.23
Rb -1.940 3.431 -0.294 0.994
B 0.362 -0.691 0.040 -0.845
H 0.913 0.064 0.579 -0.042
H -0.183 -0.167 -0.729 -0.076
H 1.095 -1.391 -0.332 -0.004
H -0.247 -1.246 0.736 -0.027


8
Properties=species:S:1:pos:R:3:nbo_charge:R:1 method="wB97M-V/def2-TZVPD" lumo_ev=0.475 gap_ev=11.29 smiles="O=CSC(F)(F)F"
C -1.449 0.531 -0.069 0.261
C 1.133 -0.220 -0.001 0.838
O -2.459 1.005 0.298 -0.481
F 0.917 -1.000 -1.079 -0.323
F 0.787 -0.901 1.102 -0.328
F 2.438 -0.153 0.150 -0.301
S 0.170 1.316 -0.078 0.179
H -1.537 -0.578 -0.323 0.155


12
Properties=species:S:1:pos:R:3:nbo_charge:R:1 method="wB97M-V/def2-TZVPD" lumo_ev=0.202 gap_ev=7.88
C 0.246 0.178 -0.372 0.241
N -1.992 0.388 0.385 -0.516
C 0.542 -0.251 0.965 0.146
C 1.136 0.068 -1.402 -0.618
O -1.070 0.479 -0.721 -0.378
N 1.379 -0.789 1.707 -0.520
H -2.405 1.317 0.446 0.354
H -2.721 -0.244 0.055 0.354
H 1.379 -1.809 1.633 0.343
H 0.547 1.005 0.922 0.157
H 2.178 -0.137 -1.238 0.211
H 0.781 -0.205 -2.382 0.227


110
Properties=species:S:1:pos:R:3:mulliken_spin:R:1 method="wB97M-V/def2-TZVPD" lumo_ev="-1.128 / -1.147" multiplicity=2 gap_ev="6.18 / 6.20"
Ru -0.521 0.347 -0.333 0.795
O -1.864 0.828 1.333 0.066
N -2.286 2.081 1.343 -0.024
C -2.645 2.607 2.532 -0.001
C -3.143 3.882 2.614 0.007
C -3.274 4.629 1.445 -0.003
C -2.894 4.075 0.243 0.006
C -2.381 2.778 0.189 -0.006
S -1.899 1.976 -1.260 0.024
H -2.496 1.936 3.365 -0.001
H -3.417 4.280 3.579 0.000
H -3.660 5.639 1.480 0.000
H -2.967 4.628 -0.683 0.000
C 1.289 -2.739 2.082 0.001
Si -0.490 -2.149 2.006 -0.003
C -0.836 -1.043 3.479 -0.001
C -1.476 -3.721 2.393 0.005
O -0.903 -1.515 0.558 0.072
H 1.452 -3.254 3.034 0.000
H 2.010 -1.927 2.007 0.001
H 1.491 -3.462 1.286 0.000
H -0.544 -1.559 4.400 0.000
H -1.907 -0.831 3.529 0.001
H -0.296 -0.101 3.416 0.000
H -1.018 -4.157 3.286 -0.001
H -1.439 -4.485 1.613 0.000
H -2.524 -3.532 2.633 0.000
C -3.377 1.026 -4.327 0.001
Si -1.912 -0.143 -4.261 0.005
C -2.212 -1.535 -5.488 0.000
C -0.405 0.828 -4.806 0.001
As -1.617 -1.029 -2.058 0.058
Si -3.876 -1.548 -1.494 0.000
C -4.008 -2.847 -0.176 0.000
C -4.730 -2.214 -3.029 0.000
C -4.660 0.028 -0.876 0.000
Si -0.305 -3.024 -2.127 0.002
C -1.318 -4.464 -1.516 0.000
C 1.272 -2.821 -1.138 -0.008
C 0.210 -3.394 -3.898 -0.001
H -3.578 1.244 -5.381 0.000
H -3.153 1.962 -3.817 0.000
H -4.287 0.615 -3.893 0.001
H -2.816 -1.148 -6.314 0.000
H -2.748 -2.380 -5.057 0.000
H -1.275 -1.904 -5.905 0.000
H -0.629 1.301 -5.767 0.000
H 0.469 0.190 -4.948 0.000
H -0.152 1.617 -4.096 0.000
H -3.938 -3.857 -0.578 0.000
H -4.980 -2.742 0.315 0.000
H -3.228 -2.704 0.565 0.000
H -4.257 -3.146 -3.351 0.000
H -4.759 -1.535 -3.879 0.001
H -5.762 -2.455 -2.756 0.000
H -4.159 0.321 0.050 0.000
H -5.715 -0.162 -0.660 0.000
H -4.585 0.854 -1.581 -0.002
H -1.628 -4.318 -0.483 0.000
H -0.711 -5.372 -1.573 0.000
H -2.207 -4.615 -2.131 0.000
H 1.203 -2.062 -0.358 0.013
H 2.118 -2.605 -1.794 -0.001
H 1.485 -3.777 -0.651 -0.001
H -0.625 -3.712 -4.521 0.000
H 0.940 -4.208 -3.876 0.000
H 0.688 -2.539 -4.383 0.000
C 5.472 0.688 2.140 0.000
C 4.398 -0.375 1.944 0.000
C 4.722 -1.624 2.748 0.001
C 4.239 -0.721 0.467 0.000
O 3.152 0.116 2.506 -0.002
P 2.178 1.144 1.751 0.011
O 2.964 2.215 1.082 0.000
O 1.218 0.329 0.904 -0.065
O 1.292 1.684 2.959 0.010
C 1.614 2.807 3.814 -0.001
C 3.048 2.724 4.318 0.000
C 0.632 2.687 4.969 0.001
C 1.378 4.096 3.037 0.000
H 6.433 0.322 1.772 0.000
H 5.575 0.922 3.201 0.000
H 5.201 1.594 1.601 0.000
H 5.681 -2.036 2.430 0.000
H 3.949 -2.380 2.609 0.000
H 4.780 -1.381 3.810 0.000
H 5.171 -1.151 0.096 0.000
H 4.013 0.174 -0.115 0.000
H 3.437 -1.448 0.330 0.000
H 3.210 1.790 4.858 0.000
H 3.241 3.560 4.993 0.000
H 3.751 2.779 3.487 0.000
H 0.730 1.711 5.444 0.000
H -0.393 2.789 4.608 0.000
H 0.823 3.464 5.710 0.000
H 2.129 4.207 2.256 0.000
H 1.428 4.954 3.711 0.000
H 0.387 4.071 2.576 0.000
Se 1.877 4.580 -0.348 -0.001
N 3.092 4.051 -1.507 0.006
C 2.710 2.851 -1.901 -0.004
C 3.417 2.040 -2.833 0.006
C 2.889 0.832 -3.136 0.000
C 1.680 0.404 -2.517 -0.001
N 0.998 1.096 -1.651 0.045
C 1.489 2.349 -1.323 -0.013
N 0.872 3.151 -0.482 -0.003
H 4.340 2.398 -3.267 0.000
H 3.369 0.162 -3.836 0.001
H 1.277 -0.566 -2.769 0.004


12
Properties=species:S:1:pos:R:3:nbo_charge:R:1 method="wB97M-V/def2-TZVPD" lumo_ev=0.047 gap_ev=10.67
N -1.186 -0.409 2.236 -0.508
C -1.008 -0.654 1.007 0.023
C 0.653 0.295 -2.172 0.293
O -0.179 0.802 -1.458 -0.527
C 0.106 -1.428 0.469 0.217
N 0.983 -2.047 0.036 -0.302
H -0.444 -0.814 2.811 0.342
H 0.365 2.378 1.257 -0.010
H -1.703 -0.272 0.261 0.221
H 1.532 -0.229 -1.759 0.131
H 0.561 0.315 -3.273 0.114
H 0.319 2.063 0.585 0.006


13
Properties=species:S:1:pos:R:3:nbo_charge:R:1 method="wB97M-V/def2-TZVPD" lumo_ev="-10.771 / -11.052" total_charge=+2 gap_ev="6.29 / 5.65"
C -0.051 -1.353 0.516 0.330
C 0.933 -0.095 -1.198 0.448
C -0.840 0.804 0.164 0.163
N -0.906 -0.379 0.865 -0.412
N 0.775 -1.222 -0.559 -0.558
N 0.139 0.913 -0.834 -0.523
I 0.015 2.847 2.300 0.044
H -0.198 -2.401 0.990 0.315
H 1.787 0.043 -2.044 0.346
H -1.545 1.566 0.410 0.297
H -1.493 -0.582 1.678 0.511
H 1.339 -2.036 -0.923 0.507
H 0.047 1.894 -1.366 0.532


73
Properties=species:S:1:pos:R:3:mulliken_charge:R:1 method="wB97M-V/def2-TZVPD" lumo_ev=0.165 gap_ev=8.02 smiles="CCCCNc1c(CCCS(=O)(=O)O)ccc2c1Nc1c(CC(=O)N(C)C)cc(CCCS)cc1S2"
C -4.370 -0.690 3.087 -0.933
C -4.055 -2.193 2.933 -0.497
C -3.339 -2.590 1.625 -0.759
C -1.914 -3.129 1.786 -0.778
N -0.871 -2.133 1.429 -0.018
C -1.071 -0.811 1.950 0.700
C -0.838 -0.457 3.278 0.459
C -0.231 -1.443 4.241 -1.263
C 1.270 -1.758 3.966 -1.271
C 1.933 -0.770 3.008 -0.566
S 3.690 -1.030 3.036 1.366
O 3.982 -2.310 2.471 -0.623
O 4.203 -0.678 4.323 -0.625
O 4.189 0.094 2.014 -0.459
C -1.082 0.848 3.687 -0.915
C -1.524 1.812 2.792 -0.721
C -1.739 1.466 1.466 0.790
C -1.506 0.160 1.044 -1.120
N -1.710 -0.159 -0.305 -0.219
C -1.132 0.718 -1.246 -0.643
C -0.347 0.253 -2.306 0.683
C -0.121 -1.238 -2.443 -0.241
C 0.668 -1.656 -3.665 -0.306
O 0.192 -1.642 -4.772 -0.547
N 2.007 -2.112 -3.398 0.099
C 2.992 -1.037 -3.643 -0.940
C 2.312 -3.283 -4.230 -1.013
C 0.202 1.181 -3.176 -0.447
C 0.028 2.554 -3.016 -0.011
C 0.697 3.490 -3.997 -0.595
C 0.607 4.971 -3.662 -1.057
C 1.406 5.465 -2.429 -0.616
S 2.475 4.235 -1.611 -0.204
C -0.734 2.997 -1.945 -0.273
C -1.324 2.082 -1.081 0.002
S -2.328 2.624 0.271 -0.450
H -5.443 -0.505 3.095 0.348
H -3.948 -0.118 2.260 0.174
H -3.943 -0.290 4.005 0.211
H -4.977 -2.769 3.018 0.475
H -3.435 -2.505 3.778 0.230
H -3.916 -3.383 1.145 0.526
H -3.344 -1.751 0.931 0.410
H -1.767 -3.979 1.117 0.504
H -1.765 -3.509 2.802 0.321
H 0.027 -2.482 1.745 0.434
H -0.312 -1.035 5.248 0.592
H -0.795 -2.377 4.240 0.010
H 1.813 -1.702 4.910 0.602
H 1.381 -2.774 3.589 0.384
H 1.775 0.262 3.325 0.460
H 1.622 -0.896 1.969 0.456
H 3.456 0.441 1.490 0.366
H -0.900 1.123 4.719 0.426
H -1.698 2.830 3.115 0.465
H -1.501 -1.134 -0.471 0.321
H 0.370 -1.623 -1.547 0.285
H -1.094 -1.737 -2.515 0.548
H 2.695 -0.396 -4.478 0.373
H 3.940 -1.500 -3.909 0.394
H 3.145 -0.439 -2.745 0.211
H 3.248 -3.717 -3.882 0.359
H 2.400 -3.038 -5.293 0.373
H 1.529 -4.031 -4.110 0.333
H 0.797 0.833 -4.012 0.557
H 0.237 3.340 -4.979 0.485
H 1.740 3.185 -4.099 0.422
H 0.956 5.524 -4.535 0.440
H -0.442 5.231 -3.515 0.354
H 0.730 5.849 -1.667 0.302
H 2.046 6.297 -2.713 0.450
H 3.633 4.885 -1.750 0.127
H -0.881 4.054 -1.764 0.282


8
Properties=species:S:1:pos:R:3:nbo_charge:R:1 method="wB97M-V/def2-TZVPD" lumo_ev=-4.328 total_charge=+1 gap_ev=12.25 smiles="NC=[NH2+]"
N -0.038 -1.172 -0.063 -0.693
C 0.275 0.061 -0.385 0.397
N -0.282 1.054 0.294 -0.716
H -0.634 -1.417 0.709 0.441
H 0.527 -1.828 -0.587 0.441
H 0.967 0.352 -1.215 0.257
H -0.159 2.016 0.006 0.440
H -0.656 0.934 1.242 0.432


68
Properties=species:S:1:pos:R:3:nbo_charge:R:1 method="wB97M-V/def2-TZVPD" lumo_ev=0.362 gap_ev=10.87 smiles="CCOC(=O)C(F)(F)F.COC(=O)OC.COC(=O)OC.COC(=O)OC.CC#N.CC#N.CC#N"
C -1.132 -5.557 5.951 -0.624
C -1.842 -4.980 4.766 -0.077
O -1.045 -5.244 3.624 -0.491
C -1.339 -4.673 2.460 0.695
O -2.355 -4.042 2.291 -0.556
C -0.429 -5.025 1.183 0.923
F -0.377 -3.927 0.448 -0.292
F 0.814 -5.410 1.583 -0.315
F -1.135 -6.011 0.549 -0.307
H -0.157 -5.086 6.080 0.218
H -1.069 -6.644 5.910 0.215
H -1.616 -5.232 6.872 0.222
H -1.897 -3.919 5.012 0.193
H -2.828 -5.410 4.590 0.197
C 2.672 2.521 -3.926 -0.249
O 2.998 2.757 -2.540 -0.523
C 3.187 1.729 -1.657 0.993
O 3.092 0.535 -1.933 -0.649
O 3.696 2.232 -0.512 -0.500
C 4.024 1.248 0.496 -0.256
H 2.347 3.424 -4.444 0.204
H 1.849 1.810 -4.006 0.199
H 3.527 2.080 -4.438 0.183
H 3.139 0.713 0.841 0.209
H 4.484 1.813 1.306 0.192
H 4.742 0.542 0.079 0.193
C -0.003 5.743 -5.750 -0.255
O -0.002 4.782 -4.710 -0.511
C -0.017 5.099 -3.408 0.986
O 0.008 6.236 -2.894 -0.635
O 0.111 3.876 -2.794 -0.498
C 0.238 3.939 -1.376 -0.273
H -0.999 6.187 -5.749 0.191
H 0.212 5.386 -6.756 0.201
H 0.788 6.468 -5.559 0.193
H 1.267 4.177 -1.106 0.197
H -0.037 2.987 -0.922 0.212
H -0.389 4.718 -0.942 0.191
C -4.616 -0.044 -2.928 -0.250
O -4.742 0.313 -1.529 -0.519
C -3.627 0.441 -0.709 1.000
O -2.494 0.212 -1.061 -0.642
O -4.016 0.543 0.591 -0.500
C -3.044 0.370 1.614 -0.253
H -4.173 -1.034 -3.033 0.189
H -4.042 0.673 -3.515 0.191
H -5.585 -0.047 -3.427 0.200
H -2.563 1.283 1.964 0.193
H -2.339 -0.416 1.346 0.195
H -3.564 0.024 2.507 0.196
C 3.908 -5.835 0.702 -0.730
C 3.513 -4.577 0.068 0.294
N 3.229 -3.539 -0.380 -0.338
H 3.799 -5.730 1.781 0.256
H 4.971 -6.001 0.532 0.258
H 3.247 -6.681 0.511 0.261
C 0.500 -1.357 -0.198 -0.743
C 0.628 -0.076 0.487 0.353
N 0.746 0.946 1.018 -0.417
H 0.866 -2.170 0.430 0.260
H 0.962 -1.376 -1.185 0.283
H -0.535 -1.625 -0.412 0.265
C -0.485 4.237 2.564 -0.742
C -1.837 4.423 2.948 0.287
N -2.910 4.669 3.320 -0.335
H -0.221 3.186 2.442 0.276
H 0.211 4.605 3.319 0.256
H -0.317 4.746 1.615 0.256


20
Properties=species:S:1:pos:R:3:mulliken_spin:R:1 method="wB97M-V/def2-TZVPD" lumo_ev="3.796 / 3.623" total_charge=-1 multiplicity=2 gap_ev="2.42 / 7.99"
C -0.948 0.619 0.523 0.536
C 0.102 1.359 1.335 0.083
C 1.552 0.851 1.281 0.319
N 1.685 -0.598 1.357 0.063
N -0.429 0.118 -0.727 -1.144
C -1.312 -0.681 -1.563 2.648
N -0.517 -1.669 -2.284 0.615
H -1.306 -0.246 1.093 -0.318
H -1.790 1.272 0.264 -0.076
H 0.111 2.414 1.061 0.015
H -0.170 1.406 2.390 -0.147
H 2.113 1.337 0.466 -0.003
H 2.010 1.261 2.184 -0.030
H 1.154 -1.092 0.641 0.009
H 2.646 -0.869 1.179 -0.100
H 0.536 0.025 -0.966 0.360
H -1.801 -0.017 -2.285 -0.480
H -2.040 -1.173 -0.904 -0.065
H -0.679 -2.562 -1.824 -0.562
H -0.917 -1.755 -3.223 -0.724


7
Properties=species:S:1:pos:R:3:nbo_charge:R:1 method="wB97M-V/def2-TZVPD" lumo_ev=4.924 total_charge=-1 gap_ev=7.47
N 0.404 -0.142 1.182 -0.952
C 1.119 -0.150 0.082 0.133
O -1.182 0.244 -0.925 -1.260
H 1.135 -1.033 -0.623 0.089
H -2.158 0.244 -0.912 0.408
H -0.558 -0.019 0.624 0.480
H 1.496 0.754 -0.453 0.103


13
Properties=species:S:1:pos:R:3:mulliken_spin:R:1 method="wB97M-V/def2-TZVPD" lumo_ev="-5.983 / -8.985" total_charge=+1 multiplicity=2 gap_ev="7.84 / 4.77"
C -0.116 0.207 -1.777 -0.027
S 1.057 -0.404 -0.588 0.601
S 2.447 1.240 -0.458 0.302
H 0.207 1.113 -2.321 0.003
H -0.014 -0.548 -2.532 0.019
H -1.087 0.452 -1.342 0.033
H 2.618 1.524 -1.753 0.011
C -1.382 -0.263 1.919 -0.009
N -0.270 -1.015 2.064 0.061
O -2.252 -0.469 1.069 0.014
H -1.294 0.809 2.318 0.001
H -0.401 -1.988 1.815 -0.005
H 0.486 -0.659 1.586 -0.004


6
Properties=species:S:1:pos:R:3:nbo_charge:R:1 method="wB97M-V/def2-TZVPD" lumo_ev=-7.023 total_charge=+1 gap_ev=7.58
O 0.161 0.630 0.184 -0.864
P 0.875 1.636 1.800 0.573
I 3.246 1.982 1.686 0.253
I 0.484 0.002 3.546 0.274
I -0.526 3.632 1.557 0.268
H 0.651 0.887 -0.628 0.496


10
Properties=species:S:1:pos:R:3:nbo_charge:R:1 method="wB97M-V/def2-TZVPD" lumo_ev=-0.527 gap_ev=8.20
C 0.169 0.579 0.782 0.099
C 0.073 -1.010 -1.209 -0.260
C -0.548 0.671 -0.497 -0.465
N -0.365 0.136 1.818 -0.620
S 1.629 -1.272 -1.351 0.131
H 1.307 0.694 0.792 0.160
H -0.793 -1.583 -1.357 0.185
H -1.582 0.364 -0.556 0.218
H -0.308 1.598 -0.915 0.219
H 0.418 -0.175 2.493 0.332